15
Properties=species:S:1:pos:R:3:lowdin_charge:R:1 method="wB97M-V/def2-TZVPD" relative_energy_ev=3.768 total_charge=0 homo_ev=-9.9 largest_force_ev_per_a=2.5 lumo_ev=0.29
C 0.13908 0.25991 0.88366 -0.3891
C -0.11385 -0.19494 -0.58265 -0.4800
C 1.23307 -0.13990 -0.05578 -1.1086
C -0.09963 1.71550 1.25889 -0.1231
Si -1.02246 -1.73400 -1.34481 0.6751
Br 2.50327 1.35507 -0.60230 0.6088
Br 2.22639 -1.79421 0.44972 0.6059
H -0.30022 -0.37601 1.68778 0.1413
H -0.44922 0.61251 -1.12601 0.0576
H 0.39684 2.49368 0.56429 0.0549
H 0.14882 1.96105 2.34489 0.0990
H -1.12796 2.01091 1.11013 0.0599
H -1.02549 -2.98384 -0.51545 -0.0773
H -0.17662 -2.05591 -2.61923 -0.0408
H -2.33203 -1.12980 -1.45311 -0.0837